{"formula": "H26NO15S", "method": "wB97M-V/def2-TZVPD", "molar_mass_g_mol": 312.27, "gap_ha": 0.338, "fmax_ev_per_a": 17.1, "e_tot_ev": -43459.539, "total_charge": -1, "species": ["N", "H", "H", "H", "H", "S", "O", "O", "O", "O", "O", "H", "H", "O", "H", "H", "O", "H", "H", "O", "H", "H", "O", "H", "H", "O", "H", "H", "O", "H", "H", "O", "H", "H", "O", "H", "H", "O", "H", "H", "O", "H", "H"], "positions_angstrom": [[-0.724326, 1.954744, -2.749302], [-1.063326, 2.162744, -1.866302], [0.011674, 1.070744, -2.264302], [-0.152326, 2.779744, -2.953302], [-1.188326, 1.717744, -3.501302], [-0.101326, 0.070744, 0.313698], [-0.275326, 1.452744, 0.619698], [-1.090326, -0.413256, -0.680302], [1.195674, -0.072256, -0.359302], [0.028674, -0.767256, 1.452698], [-1.491326, -2.562256, 2.988698], [-0.938326, -1.828256, 2.581698], [-2.418326, -2.177256, 3.087698], [2.095674, -2.298256, 1.834698], [1.283674, -1.726256, 1.950698], [2.279674, -2.423256, 0.958698], [1.353674, 3.406744, -0.067302], [2.126674, 3.022744, 0.139698], [0.655674, 2.744744, 0.337698], [2.194674, 0.359744, -2.645302], [3.043674, -0.156256, -2.811302], [2.072674, 0.152744, -1.703302], [-1.946326, 2.857744, 2.103698], [-1.325326, 2.228744, 1.679698], [-1.565326, 2.850744, 2.948698], [0.334674, -0.293256, 3.987698], [-0.078326, -0.878256, 4.318698], [0.209674, -0.385256, 2.998698], [3.183674, 1.418744, 0.314698], [2.440674, 0.707744, -0.088302], [3.345674, 0.987744, 1.176698], [2.652674, -2.178256, -0.931302], [2.203674, -2.697256, -1.610302], [2.108674, -1.493256, -0.789302], [-2.535326, -2.538256, 0.277698], [-2.814326, -2.192256, 1.186698], [-1.970326, -1.776256, -0.158302], [-1.448326, -1.257256, -3.274302], [-0.493326, -1.123256, -3.623302], [-1.377326, -1.013256, -2.311302], [-3.541326, -0.003256, -1.312302], [-2.613326, -0.263256, -1.022302], [-3.669326, 0.569744, -0.536302]], "forces_ev_per_a": [[8.410, -0.920, 5.320], [-2.681, 0.528, 1.986], [-1.964, 2.630, -2.494], [0.486, -0.416, -0.048], [-3.897, -2.196, -4.174], [1.656, -1.031, -2.183], [-1.440, 1.663, 0.439], [0.152, 0.351, 0.451], [0.829, 0.025, -1.294], [-1.907, -1.080, 2.010], [-1.101, 1.742, 0.155], [-1.241, -1.380, 0.330], [2.043, -0.638, -0.037], [-1.293, 0.936, 4.613], [1.801, -1.260, -0.768], [0.439, -0.367, -3.583], [-6.621, 1.102, -0.487], [4.664, -2.420, 1.115], [2.108, 1.901, -1.100], [1.929, -1.139, -0.737], [-1.596, 1.098, -0.057], [-0.477, 0.341, -0.401], [-0.303, -0.477, -1.579], [-0.559, 0.359, -0.380], [0.486, 0.380, 2.236], [8.494, 12.424, -8.029], [-8.716, -12.480, 7.222], [0.351, 0.521, 1.687], [-1.556, -2.606, -0.516], [2.198, 2.675, 1.794], [0.057, 0.390, -0.488], [3.396, -4.571, -1.553], [0.162, -0.060, 0.198], [-3.382, 4.087, 1.137], [0.520, 2.307, 0.454], [0.914, -0.740, -2.237], [-1.616, -2.300, 1.650], [2.546, 0.915, -0.226], [-2.320, -0.514, 1.006], [0.108, -0.495, -1.247], [1.168, 0.569, 1.085], [-1.504, 0.144, -0.883], [-0.742, 0.003, -0.388]], "mulliken_charge": [-0.25, 0.33, 0.07, 0.38, 0.32, 0.21, -0.79, -0.69, -0.83, -0.80, -0.65, 0.35, 0.33, -0.73, 0.58, 0.36, -0.73, 0.35, 0.44, -0.68, 0.32, 0.52, -0.69, 0.45, 0.29, -0.62, 0.24, 0.55, -0.84, 0.44, 0.36, -0.72, 0.35, 0.42, -0.63, 0.26, 0.38, -0.70, 0.33, 0.47, -0.69, 0.56, 0.34]}